# 1
{"formula": "C25H41Cl3LaN3O3SSi", "method": "ωB97M-V with the def2-TZVPD basis set", "max_force_ev_per_a": 2.1, "gap_ev": [7.8205, 7.8200], "de_lowest_kcal_mol": 11.9, "total_charge": 0, "lumo_ev": [-0.4, -0.4], "e_homo_ha": [-0.30342, -0.30341], "total_energy_ha": -3467.332948, "symbols": ["C", "C", "H", "H", "H", "C", "C", "H", "H", "H", "H", "La", "Cl", "Cl", "C", "O", "N", "C", "C", "H", "H", "H", "H", "H", "H", "H", "H", "H", "C", "C", "N", "H", "C", "O", "H", "H", "H", "H", "O", "C", "C", "C", "H", "C", "H", "C", "H", "C", "C", "H", "H", "H", "Si", "Cl", "C", "C", "C", "H", "H", "H", "H", "H", "H", "H", "H", "H", "S", "C", "N", "C", "C", "C", "C", "H", "H", "H", "H", "H"], "positions_angstrom": [[1.647, -1.228, -3.749], [1.179, 0.169, -3.441], [1.636, -1.426, -4.829], [1.039, -1.996, -3.236], [2.687, -1.338, -3.401], [0.572, 0.986, -4.324], [0.278, 0.631, -5.741], [0.307, 2.013, -4.048], [0.289, -0.448, -5.934], [0.996, 1.099, -6.427], [-0.706, 1.025, -6.017], [0.198, -0.991, 0.952], [2.831, -1.124, 1.518], [-1.246, -3.120, 0.606], [0.646, 2.219, 1.783], [-0.097, 1.213, 1.974], [0.243, 3.473, 1.924], [-1.128, 3.818, 2.305], [1.201, 4.564, 1.790], [1.700, 2.097, 1.475], [-1.751, 2.922, 2.307], [-1.534, 4.549, 1.595], [-1.138, 4.291, 3.297], [2.146, 4.138, 1.430], [1.360, 5.062, 2.758], [0.842, 5.302, 1.062], [-1.179, -1.135, -2.637], [-2.308, 1.630, -3.351], [-2.244, -1.149, -2.353], [-3.134, 1.138, -2.816], [-2.644, 0.160, -1.849], [-2.386, -1.917, -1.581], [-2.656, 0.453, -0.536], [-2.137, -0.251, 0.354], [-3.700, 1.908, -2.274], [-3.187, 1.397, -0.293], [-2.850, -1.366, -3.241], [-3.775, 0.640, -3.550], [0.577, -0.222, -1.176], [1.371, 0.565, -1.985], [-0.141, 2.584, -1.673], [1.147, 2.055, -1.744], [-0.987, 1.887, -1.652], [-0.308, 3.975, -1.685], [2.437, 0.366, -1.749], [2.261, 2.885, -1.657], [-1.313, 4.396, -1.657], [0.811, 4.812, -1.738], [2.095, 4.267, -1.684], [3.260, 2.439, -1.611], [0.680, 5.894, -1.761], [2.966, 4.921, -1.659], [0.643, -5.976, 0.198], [1.264, -4.519, -1.232], [-1.163, -6.126, 0.698], [1.765, -5.535, 1.657], [0.971, -7.667, -0.596], [-1.695, -5.162, 0.754], [-1.223, -6.563, 1.706], [-1.750, -6.760, 0.024], [0.212, -7.920, -1.348], [0.965, -8.458, 0.171], [1.930, -7.721, -1.116], [1.717, -4.458, 1.884], [2.817, -5.771, 1.436], [1.478, -6.097, 2.567], [-0.339, -1.959, 3.987], [-0.321, -0.492, 4.807], [-1.457, -0.079, 5.479], [-1.560, 1.131, 6.116], [-0.471, 1.982, 6.123], [0.698, 1.614, 5.440], [0.774, 0.383, 4.805], [-2.246, -0.724, 5.492], [-2.516, 1.342, 6.589], [-0.538, 2.929, 6.656], [1.548, 2.292, 5.404], [1.639, 0.075, 4.224]]}

# 2
{"formula": "C26H36BCrIN8S2Sb", "method": "ωB97M-V with the def2-TZVPD basis set", "max_force_ev_per_a": 2.6, "gap_ev": [6.2021, 6.6379], "de_lowest_kcal_mol": 0.0, "s_squared": 3.9791, "total_charge": 0, "lumo_ev": [-0.2, -0.2], "e_homo_ha": [-0.23390, -0.25222], "multiplicity": 4, "total_energy_ha": -3854.029801, "symbols": ["Cr", "B", "N", "C", "C", "C", "N", "N", "C", "C", "C", "N", "H", "H", "H", "H", "H", "H", "H", "H", "C", "N", "C", "C", "N", "C", "S", "C", "C", "C", "C", "C", "N", "H", "H", "H", "H", "H", "H", "H", "H", "H", "S", "I", "C", "C", "C", "C", "N", "C", "H", "H", "H", "H", "C", "C", "Sb", "C", "C", "C", "C", "H", "H", "H", "H", "H", "H", "H", "H", "H", "H", "H", "H", "H", "H", "H"], "positions_angstrom": [[14.467, 10.532, 10.399], [15.262, 12.665, 13.191], [13.989, 11.784, 13.202], [13.089, 11.774, 14.203], [12.210, 10.705, 14.006], [12.636, 10.097, 12.823], [13.728, 10.774, 12.311], [15.531, 13.163, 11.706], [16.283, 14.238, 11.401], [16.742, 14.107, 10.083], [16.226, 12.871, 9.645], [15.405, 12.343, 10.620], [15.033, 13.626, 13.861], [16.204, 12.070, 13.635], [13.164, 12.542, 14.936], [11.419, 10.385, 14.665], [12.260, 9.173, 12.400], [16.374, 15.003, 12.137], [17.310, 14.857, 9.543], [16.406, 12.329, 8.725], [12.500, 15.626, 10.048], [12.815, 14.770, 8.933], [13.402, 15.174, 7.718], [13.519, 14.061, 6.970], [13.045, 12.959, 7.737], [12.519, 13.425, 8.925], [11.824, 12.534, 10.163], [13.263, 11.610, 7.309], [12.589, 11.178, 6.169], [12.871, 9.915, 5.673], [13.926, 9.187, 6.208], [14.545, 9.716, 7.334], [14.164, 10.869, 7.982], [12.143, 16.602, 9.731], [13.385, 15.752, 10.715], [11.769, 15.074, 10.659], [13.720, 16.197, 7.573], [13.851, 13.971, 5.952], [11.799, 11.813, 5.727], [12.296, 9.519, 4.830], [14.270, 8.238, 5.775], [15.340, 9.151, 7.815], [16.376, 9.455, 10.352], [10.113, 7.518, 7.224], [11.413, 7.540, 8.943], [11.858, 6.314, 9.448], [12.981, 6.344, 10.274], [13.522, 7.563, 10.664], [13.055, 8.749, 10.221], [11.945, 8.712, 9.437], [11.341, 5.399, 9.164], [13.499, 5.438, 10.567], [14.346, 7.576, 11.344], [11.547, 9.649, 9.116], [6.666, 9.601, 8.043], [6.871, 10.111, 9.474], [8.946, 10.861, 9.643], [8.628, 12.561, 8.302], [7.646, 13.588, 8.853], [8.839, 11.723, 11.687], [7.413, 11.747, 12.244], [5.644, 9.221, 7.906], [7.333, 8.760, 7.817], [6.853, 10.398, 7.304], [6.843, 9.321, 10.213], [6.214, 10.924, 9.753], [8.251, 12.091, 7.383], [9.611, 12.996, 8.079], [6.600, 13.254, 8.757], [7.813, 14.501, 8.271], [7.876, 13.837, 9.910], [9.244, 12.726, 11.524], [9.542, 11.099, 12.252], [6.766, 12.332, 11.564], [7.411, 12.194, 13.247], [6.974, 10.744, 12.371]]}

# 3
{"formula": "C4H6O2", "method": "ωB97M-V with the def2-TZVPD basis set", "smiles": "CC(=O)CC=O", "max_force_ev_per_a": 1.9, "gap_ev": 10.5066, "de_lowest_kcal_mol": 20.0, "total_charge": 0, "lumo_ev": 0.5, "e_homo_ha": -0.36775, "total_energy_ha": -306.474471, "symbols": ["C", "C", "O", "C", "C", "O", "H", "H", "H", "H", "H", "H"], "positions_angstrom": [[1.223, 1.301, 0.110], [0.943, -0.172, 0.069], [1.604, -0.969, -0.587], [-0.339, -0.610, 0.826], [-1.527, -0.415, -0.103], [-1.997, 0.644, -0.414], [2.115, 1.553, -0.471], [0.397, 1.882, -0.310], [1.372, 1.612, 1.156], [-0.208, -1.683, 1.069], [-0.507, 0.002, 1.734], [-1.825, -1.375, -0.588]]}

# 4
{"formula": "C3H7F2N2", "method": "ωB97M-V with the def2-TZVPD basis set", "max_force_ev_per_a": 5.5, "gap_ev": [6.2093, 9.6691], "de_lowest_kcal_mol": 0.0, "s_squared": 2.0146, "total_charge": 1, "lumo_ev": [-3.7, -6.5], "e_homo_ha": [-0.36599, -0.59556], "multiplicity": 3, "total_energy_ha": -427.310366, "symbols": ["C", "C", "C", "N", "N", "F", "F", "H", "H", "H", "H", "H", "H", "H"], "positions_angstrom": [[0.910, -0.327, -1.014], [-1.613, -0.440, 1.581], [-0.915, 0.869, 0.027], [2.183, -0.511, -1.258], [0.443, 0.620, -0.241], [-1.301, -1.631, 1.083], [-1.076, 2.094, 0.526], [0.193, -1.001, -1.472], [-1.009, -0.172, 2.438], [-2.674, -0.241, 1.601], [-1.614, 0.647, -0.774], [2.494, -1.263, -1.856], [2.898, 0.094, -0.871], [1.081, 1.263, 0.228]]}

# 5
{"formula": "C4H14N", "method": "ωB97M-V with the def2-TZVPD basis set", "max_force_ev_per_a": 0.9, "gap_ev": 10.9296, "de_lowest_kcal_mol": 13.6, "total_charge": 1, "lumo_ev": -3.8, "e_homo_ha": -0.54023, "total_energy_ha": -215.287229, "symbols": ["C", "N", "H", "H", "H", "H", "H", "H", "C", "C", "C", "H", "H", "H", "H", "H", "H", "H", "H"], "positions_angstrom": [[-0.432, -1.559, 2.930], [-0.949, -0.284, 2.336], [-0.604, -2.339, 2.201], [-0.934, -1.742, 3.866], [0.652, -1.474, 3.056], [-0.834, 0.536, 2.937], [-0.499, -0.056, 1.438], [-1.953, -0.371, 2.166], [1.184, 1.216, -2.875], [0.383, 0.129, -2.154], [-0.106, 0.532, -0.747], [1.841, 1.742, -2.194], [1.840, 0.752, -3.625], [0.529, 1.907, -3.386], [-0.482, -0.139, -2.755], [1.025, -0.745, -2.048], [0.590, 0.162, 0.026], [-1.109, 0.126, -0.619], [-0.142, 1.607, -0.553]]}

# 6
{"formula": "C6H16NO", "method": "ωB97M-V with the def2-TZVPD basis set", "max_force_ev_per_a": 2.5, "gap_ev": 9.5031, "de_lowest_kcal_mol": 24.0, "total_charge": 1, "lumo_ev": -3.1, "e_homo_ha": -0.46366, "total_energy_ha": -367.944192, "symbols": ["C", "C", "C", "C", "C", "C", "N", "H", "H", "H", "H", "H", "H", "H", "H", "H", "H", "H", "H", "H", "H", "H", "H", "O"], "positions_angstrom": [[2.152, 1.041, 0.081], [0.658, 0.918, 0.314], [0.082, -0.492, 0.628], [0.254, -1.343, -0.574], [-0.751, -1.783, -1.316], [-0.511, -2.782, -2.450], [0.315, 1.792, 1.530], [2.520, 0.541, -0.803], [2.467, 2.086, -0.030], [2.676, 0.624, 0.953], [0.160, 1.494, -0.480], [-0.892, -0.350, 1.095], [0.741, -0.817, 1.460], [1.256, -1.748, -0.715], [-1.779, -1.474, -1.196], [-1.433, -3.163, -2.852], [0.013, -3.648, -2.019], [0.132, -2.352, -3.204], [0.291, 1.198, 2.357], [-0.637, 2.218, 1.482], [0.885, 2.636, 1.518], [-3.124, 1.507, 2.058], [-3.039, 2.167, 0.773], [-2.437, 1.729, 1.391]]}

# 7
{"formula": "C23H22N3PdSi", "method": "ωB97M-V with the def2-TZVPD basis set", "max_force_ev_per_a": 0.7, "gap_ev": 7.2221, "de_lowest_kcal_mol": 0.0, "total_charge": 1, "lumo_ev": -3.6, "e_homo_ha": -0.39670, "total_energy_ha": -1471.158530, "symbols": ["Pd", "C", "C", "C", "C", "N", "C", "C", "C", "C", "C", "C", "N", "C", "C", "C", "C", "C", "N", "H", "H", "H", "H", "H", "H", "H", "H", "H", "H", "H", "C", "Si", "C", "C", "C", "C", "C", "C", "C", "H", "H", "H", "H", "H", "H", "H", "H", "H", "H", "H"], "positions_angstrom": [[-0.701, -0.508, -0.438], [-1.006, -4.871, -0.634], [0.061, -5.188, -1.451], [0.784, -4.161, -2.040], [0.441, -2.848, -1.781], [-0.574, -2.540, -0.930], [-1.286, -3.535, -0.400], [1.143, -1.703, -2.443], [2.166, -1.772, -3.378], [2.694, -0.572, -3.841], [2.236, 0.654, -3.374], [1.209, 0.644, -2.438], [0.702, -0.516, -2.056], [0.586, 1.825, -1.761], [1.037, 3.112, -1.988], [0.408, 4.177, -1.356], [-0.668, 3.923, -0.529], [-1.059, 2.608, -0.338], [-0.445, 1.578, -0.916], [-1.615, -5.635, -0.172], [0.325, -6.219, -1.643], [1.605, -4.385, -2.706], [-2.107, -3.240, 0.238], [2.551, -2.712, -3.746], [3.492, -0.593, -4.571], [2.675, 1.571, -3.738], [1.869, 3.290, -2.654], [0.757, 5.187, -1.519], [-1.197, 4.718, -0.024], [-1.884, 2.363, 0.315], [-0.423, -2.034, 2.532], [-1.301, -0.550, 1.779], [-3.135, -0.559, 2.163], [-0.511, 1.055, 2.358], [0.837, 1.325, 2.099], [1.420, 2.522, 2.481], [0.661, 3.482, 3.141], [-0.674, 3.233, 3.420], [-1.251, 2.030, 3.032], [-0.465, -1.969, 3.622], [0.629, -2.059, 2.241], [-0.880, -2.980, 2.237], [-3.339, -0.609, 3.235], [-3.622, -1.417, 1.697], [-3.614, 0.340, 1.770], [1.445, 0.586, 1.584], [2.466, 2.708, 2.271], [1.116, 4.414, 3.449], [-1.265, 3.973, 3.944], [-2.297, 1.855, 3.257]]}

# 8
{"formula": "C27H40N8O5SiW", "method": "ωB97M-V with the def2-TZVPD basis set", "max_force_ev_per_a": 3.8, "gap_ev": [7.3626, 6.4307], "de_lowest_kcal_mol": 10.6, "s_squared": 2.0116, "total_charge": 2, "lumo_ev": [-6.1, -7.1], "e_homo_ha": [-0.49528, -0.49604], "multiplicity": 3, "total_energy_ha": -2223.175413, "symbols": ["W", "N", "C", "C", "N", "C", "C", "N", "H", "H", "H", "H", "H", "H", "H", "H", "H", "H", "H", "H", "H", "N", "N", "C", "N", "N", "N", "O", "O", "H", "H", "H", "H", "H", "C", "C", "C", "O", "C", "O", "O", "H", "H", "H", "H", "H", "H", "H", "C", "C", "C", "C", "C", "C", "Si", "C", "C", "C", "C", "C", "C", "C", "C", "C", "C", "C", "C", "H", "H", "H", "H", "H", "H", "H", "H", "H", "H", "H", "H", "H", "H", "H"], "positions_angstrom": [[0.375, 0.425, -0.739], [0.793, 2.582, 0.248], [2.182, 2.778, 0.701], [2.635, 1.516, 1.401], [2.386, 0.333, 0.557], [3.540, -0.087, -0.271], [3.550, 0.650, -1.597], [2.209, 0.532, -2.195], [0.552, 3.341, -0.379], [0.163, 2.673, 1.045], [2.274, 3.627, 1.381], [2.804, 2.981, -0.169], [2.069, 1.388, 2.326], [3.690, 1.599, 1.667], [2.216, -0.435, 1.207], [3.443, -1.157, -0.452], [4.481, 0.081, 0.256], [4.324, 0.225, -2.238], [3.788, 1.701, -1.449], [2.153, -0.345, -2.702], [2.031, 1.273, -2.876], [1.377, 2.821, -4.043], [0.022, 3.144, -4.016], [-0.845, 2.624, -3.113], [-2.134, 2.909, -3.287], [-0.406, 1.935, -2.065], [-1.244, 1.373, -1.128], [-2.443, -1.133, -0.740], [-2.497, 1.440, -1.151], [1.920, 3.667, -3.901], [1.614, 2.453, -4.959], [-0.359, 3.690, -4.773], [-2.455, 3.477, -4.053], [-2.779, 2.520, -2.609], [-1.251, -2.988, -3.345], [-0.028, -2.164, -2.981], [1.091, -2.457, -3.979], [-0.322, -0.741, -2.986], [0.507, -2.516, -1.573], [0.679, -3.633, -1.200], [0.884, -1.429, -0.889], [-1.454, -2.904, -4.413], [-2.124, -2.658, -2.790], [-1.068, -4.034, -3.106], [0.766, -2.198, -4.985], [1.316, -3.521, -3.940], [2.009, -1.906, -3.760], [-1.281, -0.665, -3.064], [2.532, -1.438, 4.778], [2.453, -2.139, 3.580], [1.511, -1.778, 2.628], [0.624, -0.712, 2.852], [0.691, -0.052, 4.081], [1.638, -0.408, 5.033], [-0.650, -0.288, 1.507], [-1.640, -1.901, 1.375], [-1.616, -2.894, 2.352], [-2.366, -4.051, 2.210], [-3.164, -4.228, 1.092], [-3.209, -3.251, 0.108], [-2.439, -2.112, 0.258], [-1.799, 1.093, 2.105], [-1.312, 2.272, 2.683], [-2.167, 3.292, 3.074], [-3.536, 3.156, 2.890], [-4.039, 1.990, 2.332], [-3.180, 0.972, 1.946], [3.267, -1.715, 5.522], [3.116, -2.976, 3.401], [1.413, -2.381, 1.726], [-0.028, 0.725, 4.310], [1.668, 0.113, 5.981], [-1.000, -2.762, 3.234], [-2.330, -4.817, 2.973], [-3.759, -5.124, 0.979], [-3.839, -3.381, -0.762], [-3.065, -0.426, -0.508], [-0.250, 2.375, 2.901], [-1.771, 4.188, 3.535], [-4.206, 3.948, 3.197], [-5.107, 1.868, 2.208], [-3.596, 0.053, 1.545]]}